The following is a DFT calculation (ωB97M-V with the def2-TZVPD basis set) of a molecular structure, C17H17FGaN4O2 in a non-equilibrium geometry.

Its charge is -1. For the LUMO energy, the calculation gives 2.22 eV. Its multiplicity is 1. Its HOMO energy is -5.11 eV.

Cartesian coordinates (Å):
O 1.358 -1.671 -1.930
C 1.837 -0.661 -2.321
F 1.461 0.523 -1.655
N 2.726 -0.529 -3.425
C 4.135 -0.837 -3.034
O 4.403 -1.873 -2.468
Ga 5.635 0.575 -3.426
C 5.448 1.949 -1.870
C 5.877 1.496 -0.542
C 5.709 2.444 0.578
C 5.124 3.763 0.267
C 4.773 4.017 -1.121
N 4.910 3.173 -2.186
H 2.622 0.440 -3.742
H 5.252 1.303 -4.822
H 7.087 -0.079 -3.510
H 6.305 0.502 -0.297
H 5.983 2.168 1.627
H 4.956 4.530 1.057
H 4.306 5.016 -1.337
N -3.852 1.096 -0.272
C -2.549 1.322 -0.479
C -1.599 0.319 -0.590
C -2.019 -0.997 -0.476
C -3.364 -1.257 -0.258
C -4.233 -0.181 -0.166
H -2.268 2.367 -0.559
H -0.560 0.560 -0.761
H -1.306 -1.809 -0.555
H -3.730 -2.271 -0.163
H -5.295 -0.335 0.000
N -4.001 -3.096 3.370
C -4.068 -1.791 3.084
C -5.229 -1.039 3.176
C -6.390 -1.675 3.585
C -6.347 -3.027 3.887
C -5.134 -3.686 3.765
H -3.135 -1.339 2.764
H -5.224 0.015 2.933
H -7.319 -1.122 3.669
H -7.233 -3.558 4.209
H -5.049 -4.744 3.993



The following is a DFT calculation (ωB97M-V with the def2-TZVPD basis set) of a molecular structure, C17H17IrO5S2 in a non-equilibrium geometry.

Its charge is +1. For the LUMO energy (spin up / spin down), the calculation gives -4.26 / -5.50 eV. Its multiplicity is 2. Its HOMO energy (spin up / spin down) is -11.51 / -11.94 eV.

Cartesian coordinates (Å):
Ir 0.210 0.141 0.017
O 1.069 -0.467 3.767
C 0.291 -0.599 2.852
O 0.072 0.371 1.982
C -0.554 -1.842 2.749
C -0.862 -2.475 3.944
C -1.635 -3.627 3.970
C -2.091 -4.191 2.785
C -1.782 -3.591 1.581
C -1.027 -2.411 1.558
S -0.717 -1.819 -0.048
H -0.480 -2.042 4.859
H -1.877 -4.090 4.917
H -2.678 -5.099 2.801
H -2.117 -4.030 0.650
C 0.187 0.577 -4.283
C -0.111 0.893 -2.851
O 0.537 0.221 -2.013
C -1.083 1.903 -2.491
C -1.826 2.523 -3.518
C -2.794 3.457 -3.241
C -3.057 3.793 -1.913
C -2.340 3.223 -0.883
C -1.336 2.293 -1.154
O -0.634 1.866 -0.094
H 0.923 -0.220 -4.325
H 0.562 1.455 -4.809
H -0.724 0.255 -4.789
H -1.635 2.255 -4.546
H -3.350 3.920 -4.043
H -3.832 4.513 -1.685
H -2.525 3.483 0.149
C 4.506 -1.168 0.582
S 3.287 -0.066 -0.098
C 3.301 1.212 1.153
O 2.001 -0.882 0.214
H 4.226 -1.405 1.606
H 5.474 -0.669 0.532
H 4.517 -2.062 -0.038
H 4.268 1.713 1.107
H 3.120 0.760 2.129
H 2.514 1.927 0.916



The following is a DFT calculation (ωB97M-V with the def2-TZVPD basis set) of a single C17H17NO4 molecule in a non-equilibrium geometry.

For the LUMO energy, the calculation gives 0.57 eV. Its multiplicity is 1. Its HOMO energy is -8.29 eV. Its SMILES is COC(=O)c1ccc(CO/N=C/c2ccccc2OC)cc1.

Cartesian coordinates (Å):
C -5.110 -2.304 -1.320
O -4.169 -1.248 -1.209
C -3.791 -0.932 0.041
O -4.214 -1.503 1.018
C -2.814 0.179 0.079
C -2.231 0.692 -1.078
C -1.310 1.716 -0.986
C -0.955 2.242 0.251
C 0.094 3.321 0.329
O 1.259 2.984 -0.405
N 1.675 1.707 -0.051
C 2.732 1.294 -0.614
C 3.257 -0.032 -0.362
C 4.529 -0.349 -0.835
C 5.085 -1.596 -0.630
C 4.359 -2.556 0.052
C 3.087 -2.274 0.521
C 2.516 -1.019 0.327
O 1.279 -0.676 0.744
C 0.469 -1.645 1.365
C -1.539 1.731 1.403
C -2.463 0.708 1.319
H -6.011 -2.071 -0.748
H -5.341 -2.396 -2.378
H -4.685 -3.234 -0.937
H -2.500 0.279 -2.037
H -0.846 2.109 -1.878
H -0.259 4.249 -0.132
H 0.356 3.516 1.376
H 3.296 1.917 -1.313
H 5.087 0.408 -1.366
H 6.074 -1.819 -0.999
H 4.779 -3.537 0.221
H 2.543 -3.044 1.045
H -0.480 -1.149 1.559
H 0.298 -2.508 0.713
H 0.901 -1.986 2.312
H -1.261 2.129 2.367
H -2.924 0.297 2.205



In eV, the DFT total energy values for the records above are, in order, -83053.2891 -52644.8953 -27583.0189.
In g/mol, the molecular weight values for the records above are, in order, 398.07 557.67 299.33.
In kcal/mol, the relative energy (zero: lowest compared OMol25 entry of this formula, charge and spin) values for the records above are, in order, 28.69 1.70 69.04.